Molecular formula: C48H84N12
Method: DFT, ωB97M-V/def2-TZVPD

The geometry in XYZ format:
```
144
Properties=species:S:1:pos:R:3:forces:R:3
C -4.063547 -5.630499 -2.073615 0.442 -2.202 -3.755
H -0.966833 3.670827 6.768552 0.105 0.045 0.021
C -0.231577 0.496272 1.697713 -0.824 0.757 0.277
N 2.683242 -0.300746 3.768423 0.438 2.003 0.184
C -2.762270 3.551495 -3.095295 0.846 1.232 -0.437
H -2.940365 2.264410 4.886709 -0.150 -0.043 0.076
H -1.824071 1.956677 -6.361520 -0.154 -0.321 -0.625
H 4.107392 4.324251 1.419713 -0.374 0.634 -0.020
H 1.777349 -0.380379 -1.040883 0.212 -0.415 0.678
C -2.783022 0.259439 -5.397860 -1.186 -0.298 0.340
H 1.889783 2.199863 7.522527 -0.367 0.211 -0.334
N -1.986686 -1.418020 -8.657925 0.294 0.241 0.268
C -1.578607 0.998533 -5.903472 1.480 -0.982 -1.117
C -0.671456 0.035916 -6.871681 -0.530 0.460 0.138
C 6.137949 -3.172501 2.279311 0.136 0.218 0.710
H -2.613285 -0.317906 -4.489045 0.333 -0.106 -0.028
C 4.441423 4.050613 0.418891 0.551 0.924 1.533
C 2.906403 0.475719 -4.241092 -0.871 0.831 -0.179
C 4.288826 1.496854 0.602525 -0.147 1.463 -1.237
H 2.320122 -0.913459 -5.741813 0.553 -0.136 -0.208
C 4.237141 -2.198705 1.269471 -0.404 1.369 0.054
H -0.836653 2.043807 6.092516 0.083 -0.122 0.181
C -0.469053 4.315077 -4.172852 -0.571 -0.899 0.215
C 0.710734 -0.311670 0.876070 0.470 -0.295 -0.061
H -6.755305 1.607758 -2.716759 -0.553 0.167 0.358
C -4.352714 -4.710223 -0.935555 0.562 -0.911 -0.895
H -0.821136 -7.150389 -3.130911 -0.448 0.189 0.180
H -3.813428 0.920913 -0.951612 0.370 0.150 0.141
H -4.710384 -2.681410 -0.334075 0.469 0.084 0.185
H -3.517174 -5.025680 -0.310697 -0.115 0.550 0.830
C 2.938107 0.817708 3.977034 -0.124 -2.121 0.248
H 3.470966 1.932692 6.919149 0.195 -0.662 0.316
H 0.020345 -2.080757 4.494984 0.444 0.049 0.000
H -3.553699 4.008684 -2.501390 -0.050 -0.146 -0.034
H -4.377871 0.640908 0.700442 0.086 -0.192 -0.011
H 7.355988 -4.347938 3.715136 0.405 -0.048 -0.721
C 3.105865 -1.970170 -3.983517 -1.609 -0.542 0.982
H -3.216174 -0.422294 -6.129791 0.255 -0.098 -0.176
H 5.912239 -1.066130 1.920495 -0.449 0.289 -0.023
C 4.364960 5.202741 -0.507749 -0.135 -1.761 1.692
H -3.197393 3.105242 -3.989518 -0.037 -0.202 0.072
C -4.504584 1.266721 -0.182960 0.424 -0.343 0.402
N 4.219110 6.087287 -1.203763 -0.052 1.242 -1.088
C -1.806259 4.723295 -3.555873 -0.965 0.280 0.612
H 6.723544 -3.108668 1.362200 0.013 -0.503 -0.027
H 2.134862 0.808297 6.455850 0.180 0.013 -0.009
H -3.313238 3.784817 5.682951 -0.019 0.129 -0.190
H -1.120013 0.557015 -1.178222 0.077 0.428 0.044
H -0.696385 -1.016620 -1.644351 0.517 -0.400 0.250
H -2.461649 -3.059385 6.810926 -0.388 -0.335 -0.067
H -6.325635 3.017407 -1.676848 -0.107 0.013 -0.284
H -2.049970 2.426900 7.350676 -0.213 -0.096 -0.264
H 0.309871 -3.090262 -1.890639 -0.221 0.058 0.244
H -2.484436 3.874906 3.133059 -0.752 0.299 0.365
C -5.897497 1.133661 -0.750023 -0.273 0.080 0.257
H -6.595767 1.379264 0.050103 -0.246 0.589 -0.194
C -1.396253 -0.785304 -7.897876 -0.075 0.663 0.746
C -2.031759 -2.748656 5.858703 -1.235 -2.240 0.580
C -2.501137 3.183869 5.273737 0.249 -0.374 0.606
H 3.020277 -1.778924 -2.913842 0.433 0.111 0.307
C -6.045901 2.013201 -1.995325 -0.556 -0.294 -0.241
N 1.817162 2.150767 -5.928381 0.887 -1.943 1.683
C -1.174932 -1.595700 6.160017 0.918 1.557 0.272
H 3.984312 2.825884 -1.079594 -0.432 -0.699 -0.339
H -0.684658 3.532261 -4.900042 0.137 0.513 -0.884
C -4.458355 -3.189660 -1.264817 -0.599 -1.851 0.337
C 7.062877 -3.320767 3.498120 -0.450 0.336 0.227
H 6.544181 -3.101788 4.431455 -0.237 0.545 -0.033
H -2.371927 -2.587280 -1.302543 -0.145 -0.041 0.184
H 0.406779 -1.352469 0.764448 -0.142 -0.105 0.897
N -3.845166 -6.398693 -2.958684 -0.774 3.097 3.516
N -0.953952 1.156810 2.333828 1.362 -1.319 -1.212
H 7.920092 -2.653297 3.409991 0.134 -0.203 0.188
H 0.398774 -0.507107 5.222194 -0.006 0.035 -0.273
C -1.137744 -6.773281 -1.036097 -0.516 0.026 -0.447
H -3.630379 0.901284 -5.156786 0.149 0.396 0.081
H 0.542640 -6.758335 -2.135833 0.256 0.019 -0.166
H 0.817525 -4.542084 -1.004498 0.303 0.141 -0.102
H 0.030975 0.322682 -2.501032 -0.069 0.156 -0.006
H 4.153131 -2.173501 -4.207096 -0.161 0.497 -0.456
H -0.923444 1.309446 -5.089708 0.169 -0.321 0.130
C -1.536372 2.793503 6.461901 -0.174 0.745 -1.385
H -0.500109 -1.787400 6.994261 0.111 -0.499 -0.047
N -1.638409 -6.945757 -0.017476 0.022 0.041 0.062
H -3.468295 -1.592487 -2.241063 0.127 0.162 -0.061
H -1.656703 5.456578 -2.763387 0.271 -0.388 0.469
H 2.579052 0.704610 -3.226925 0.244 0.289 0.105
H 0.184972 5.108499 -4.534585 -0.439 0.068 -0.354
H -2.394894 5.336776 -4.237969 0.175 -0.235 -0.568
C -1.872942 3.852631 4.035107 1.108 0.108 -0.210
H -5.290547 -5.116497 -0.556745 0.051 0.262 0.486
H 1.278076 2.627027 5.081920 0.091 0.370 -0.664
C 3.287163 2.218962 4.309223 -1.141 -1.086 -0.760
N 3.431628 -2.365214 0.473125 -0.312 -0.325 -0.401
C 2.282834 1.390716 -5.167068 -1.033 3.480 -1.778
H 3.754609 0.669833 0.134814 -0.293 -0.226 0.833
C 2.320331 2.721224 5.386766 -0.654 -0.435 1.050
H 4.346206 2.211501 4.567041 -0.060 0.398 0.087
H -1.022566 -0.753131 4.175294 -0.136 0.247 0.190
C 2.319734 -0.835884 -4.654572 1.211 -1.867 -0.847
C 3.718300 2.825011 -0.022556 0.717 -1.224 -1.212
H 4.356926 1.558686 1.688636 -0.437 -0.509 -0.029
H 2.633176 2.925832 -0.001393 0.055 -0.036 0.321
C 0.948475 0.122667 -0.542866 -1.397 1.215 -1.926
N -3.845722 3.700638 0.595176 -0.816 -2.714 -0.815
N 0.961602 2.912664 -2.515357 -0.609 0.542 -0.688
H 4.831675 -1.665824 3.235263 -0.213 0.127 -0.230
N -0.724770 6.233367 4.346249 -1.745 -3.720 -0.428
C -0.407194 -1.192629 4.960316 0.989 0.140 -1.044
H 1.704286 -0.251209 1.320262 -0.225 -0.364 0.649
C -1.243099 5.175481 4.211289 1.269 3.445 0.713
H 3.097305 2.649256 3.325912 0.372 0.931 0.149
H 0.136331 0.556315 -7.386242 -0.328 0.542 -0.088
N -0.907531 -4.937660 4.819095 -1.351 2.964 1.495
H -1.694403 -0.701668 6.504928 -0.770 -0.275 0.062
H 0.166567 -4.818284 -3.530030 0.310 -0.255 0.025
H 5.304486 1.366531 0.228953 0.230 0.191 0.094
C 0.323096 3.544168 -3.246061 1.225 -0.808 1.675
C -4.149939 2.620810 0.250938 0.844 2.713 0.538
H -6.132247 0.075600 -0.866277 0.364 -0.106 -0.654
C -0.261262 -0.026233 -1.510609 -0.070 0.152 0.310
H -5.410709 -3.144887 -1.793140 0.270 0.458 -0.723
H 3.983276 0.605752 -4.348544 0.034 -0.469 0.122
H 2.505327 3.748174 5.701782 0.109 0.068 -0.460
H 2.540589 -2.900048 -4.045930 0.182 -0.248 -0.443
C -1.368552 -3.963948 5.298291 1.405 -2.256 -1.107
H -5.168701 2.103347 -2.636038 0.532 -0.118 0.530
C 5.247232 -1.865442 2.247558 1.362 -1.844 0.466
H -2.864491 -2.605997 5.170001 -0.019 0.622 0.013
H -0.080438 -0.661630 -6.278180 -0.435 -0.200 0.351
C -0.497514 -6.492522 -2.324313 0.549 0.999 0.217
H -1.431961 -4.552166 -3.069085 -0.339 -0.637 0.264
H -0.787439 -4.013727 -0.743398 -0.071 0.436 -0.076
C 2.421093 1.843815 6.639899 0.915 0.394 0.174
H 1.243669 -0.890363 -4.489649 0.046 0.044 0.850
H -2.281738 2.786733 -2.485111 0.181 0.043 -0.042
H -1.069047 3.253656 3.607225 0.263 -0.448 0.467
C -0.016908 -4.059141 -1.513018 -0.041 -1.272 -0.297
H 5.480190 3.820630 0.655877 0.310 -0.025 -0.610
H 1.199844 1.182788 -0.575436 0.082 0.089 0.008
H 5.491074 -4.049582 2.259948 -0.064 0.094 -0.288
C -0.500028 -4.962012 -2.679680 0.361 0.179 0.103
C -3.244082 -2.620240 -1.955493 0.015 0.754 -0.120
H -2.911714 -3.123718 -2.863322 -0.441 -0.245 0.014
```
Forces are in eV/Å.

## Properties
* molar mass: 829.284 g mol⁻¹
* total energy: -2536.244331 a.u.
* SMILES: CCCC#N.CCCC#N.CCCC#N.CCCC#N.CCCC#N.CCCC#N.CCCC#N.CCCC#N.CCCC#N.CCCC#N.CCCC#N.CCCC#N

Molecular formula: C38H70Br2N2O7
Method: DFT, ωB97M-V/def2-TZVPD

The geometry in XYZ format:
```
119
Properties=species:S:1:pos:R:3:forces:R:3
H -22.662410 31.972790 -8.253040 -0.053 0.199 0.047
C -23.639060 32.443630 -8.140920 -0.562 0.523 -0.759
C -24.121220 27.040160 -9.670580 1.323 1.172 1.453
H -27.271580 26.496200 -2.193930 0.170 0.023 -0.154
H -23.803730 30.665660 0.791090 0.344 0.274 0.077
H -25.329350 23.331370 -4.521350 -0.313 -0.160 0.310
H -18.511180 25.010760 -8.446100 0.731 -0.633 0.028
C -22.923400 31.655130 -1.063500 -0.179 -0.485 2.390
C -19.436920 32.689430 -9.497480 -0.556 1.240 0.474
C -27.864040 29.492510 -5.796810 -0.410 -0.859 -0.186
O -24.798470 30.967100 -2.227900 -1.167 -0.307 -0.798
H -20.338130 23.945140 -2.348310 0.183 -0.242 -0.172
C -19.941900 33.131760 -8.287390 0.686 1.171 0.382
O -24.086760 28.454400 -9.379700 -3.036 0.740 0.982
H -19.291810 26.207580 -5.137050 -0.804 0.178 0.290
H -18.189460 31.417170 -4.416940 0.294 0.428 -0.136
C -27.059100 30.059230 -7.003180 -0.688 -1.010 1.692
C -23.924280 33.570420 -9.170060 0.708 -0.398 1.191
H -26.255150 29.616790 -4.299510 0.015 -0.342 -0.096
H -22.440700 25.830640 -10.211630 0.386 -0.100 0.122
C -22.159930 27.985430 -10.346700 2.508 0.436 0.055
H -17.866690 25.423120 -5.282120 0.330 -1.060 0.301
H -27.830770 30.174270 -3.741240 -0.014 -0.163 0.087
C -21.084730 28.664920 -5.425860 -1.341 0.388 0.444
H -20.141910 34.137500 -7.948460 0.045 -0.003 -0.048
H -22.393520 27.927540 -11.409800 -0.181 0.072 0.004
H -24.926960 29.361320 -0.901250 0.373 -0.165 -0.015
H -17.736060 22.319200 -9.017660 -0.111 0.024 0.911
O -21.822290 29.760050 -6.045190 0.171 -0.770 0.208
C -18.163620 26.301070 -3.309190 -0.346 -0.166 0.323
C -19.953190 33.740110 -4.357520 0.123 -0.671 0.105
H -23.602080 30.160660 -4.867700 0.732 0.279 0.277
C -26.761780 25.891370 -2.929240 1.196 -0.614 -0.795
H -19.753890 32.420030 -1.944980 -0.197 -0.160 -0.051
O -20.073020 32.312290 -4.566230 -0.470 -0.589 -0.417
H -27.597490 32.184780 -5.220430 -0.167 0.003 0.466
H -18.932990 34.719230 -2.636650 -0.843 -0.057 0.297
C -22.625030 26.734010 -9.630220 -0.972 -0.505 -1.805
H -18.365180 27.368190 -3.402570 0.308 0.057 0.028
H -19.493340 25.655960 -9.649780 -0.095 -0.404 -0.889
H -24.564810 32.177930 0.193500 -0.168 -0.186 0.392
C -25.774560 24.236620 -4.135720 0.107 0.897 -0.675
H -21.915020 26.933810 -6.468370 0.124 0.342 -0.368
C -19.232400 24.697530 -9.200980 -0.465 -0.475 -0.145
H -22.010300 31.195800 -0.684850 0.278 0.198 -0.388
H -19.483380 22.392630 -7.288490 -0.254 0.703 0.291
H -19.119560 30.586120 -10.145760 0.264 0.154 -0.086
O -19.358250 24.369710 -4.144200 0.649 0.752 0.116
C -18.878080 32.497570 -2.589220 -0.378 -0.311 -0.631
H -21.939920 26.636560 -4.823780 0.124 0.433 0.537
H -24.445740 31.734180 -8.325410 0.178 -0.307 0.667
H -19.550370 26.294470 -1.499110 0.471 0.324 0.056
H -19.346960 30.557810 -3.513430 -1.050 0.085 -0.189
C -19.014970 25.671090 -2.215240 -0.815 -1.262 0.142
O -18.813580 23.640690 -10.114140 0.298 2.230 0.428
H -20.569990 24.522430 -7.576760 -0.605 0.140 0.007
C -25.662260 25.424440 -4.822570 0.691 -0.190 -0.541
C -18.771950 22.481710 -9.315370 -0.703 -0.797 -1.336
C -18.650220 25.562080 -4.537230 -0.176 0.255 -1.303
C -23.400850 31.160140 -2.363150 -0.261 0.108 -1.575
H -26.316040 29.299000 -7.244060 -0.115 0.102 -0.928
H -19.648900 34.247170 -5.273160 0.148 -0.185 -0.259
O -26.360160 31.166620 -6.485240 0.418 0.793 0.309
H -24.101740 27.667860 -6.291690 -0.122 0.008 0.073
H -22.300010 29.209990 -8.667470 -0.153 0.258 0.443
H -20.931430 34.152670 -4.110650 -0.102 -0.248 0.326
C -20.038220 24.801760 -2.951940 -0.130 -0.199 -0.438
H -23.757070 29.980310 -6.573680 -0.072 -0.085 -0.089
H -21.088810 28.158380 -10.242350 0.283 -0.204 -0.300
C -19.090240 31.570980 -3.822780 0.566 1.121 1.163
H -24.965080 33.877050 -9.066120 0.191 0.075 -0.264
N -26.153580 26.446050 -4.082750 -1.844 -0.706 1.715
H -27.786710 30.340230 -7.764580 0.521 -0.066 -0.525
H -23.925380 27.841490 -4.513270 -0.199 0.312 -0.081
H -23.248040 31.932590 -3.116860 -0.145 -0.078 -0.334
H -18.435720 24.887130 -1.727420 0.307 0.472 0.568
C -23.492170 28.076150 -5.485570 1.297 0.387 -0.120
H -22.953420 30.248280 -2.758630 0.342 -0.224 0.386
Br -23.618240 32.866450 -10.965020 -0.165 0.088 0.130
H -19.206480 33.326110 -10.338870 -0.092 -0.149 0.003
C -20.408370 24.017830 -8.529320 0.316 1.576 1.140
C -19.324070 31.315090 -9.375580 -0.487 -2.122 -0.128
H -19.900240 29.996050 -7.620790 0.172 0.028 -0.261
C -18.897930 33.847000 -3.289390 1.376 1.030 0.690
C -22.858750 29.090500 -9.595720 0.784 -1.531 -0.192
C -26.473420 24.528010 -2.940790 -0.208 0.536 0.035
H -20.970910 25.283140 -3.245990 0.007 0.498 0.040
H -23.236100 34.406460 -9.045400 -0.193 -0.048 -0.094
Br -23.758320 33.117360 -6.282520 0.116 -0.054 -0.816
H -20.097490 28.487510 -5.852460 -0.207 0.149 -0.729
C -23.208880 29.596400 -5.713340 -0.628 -0.716 -0.656
H -24.667290 26.923830 -10.606730 0.184 -0.528 0.010
H -22.862240 32.743390 -1.056350 0.328 -0.098 0.006
H -22.914310 30.072660 -10.065160 -0.445 -0.221 -0.289
H -17.927740 34.054480 -3.740810 0.202 -0.488 -0.419
H -25.257950 25.586090 -5.810900 0.140 0.119 0.164
H -26.281460 27.416030 -4.333540 0.199 -0.287 -0.215
C -22.070020 27.459730 -5.526310 0.331 -0.004 -0.244
C -19.763090 30.944490 -8.118830 0.556 0.407 0.278
H -26.708270 23.770900 -2.207280 -0.182 0.344 0.184
H -18.989890 21.694270 -10.036860 -0.011 -0.385 0.156
H -24.524200 26.499320 -8.814310 -0.919 0.205 -0.230
H -20.236100 32.036230 -6.435110 -0.371 0.593 0.373
H -17.109630 26.087530 -3.131420 0.004 0.371 0.038
C -26.804910 31.440850 -5.139850 0.705 -0.386 -0.136
C -19.913810 22.626440 -8.262230 0.866 -1.318 -0.524
H -20.715170 21.899110 -8.392230 0.152 -0.152 -0.265
H -28.899790 29.831480 -5.776470 -0.093 0.002 -0.307
H -20.854990 29.054440 -4.434090 -0.250 -0.698 0.597
C -27.189390 30.079610 -4.617470 -0.205 1.080 0.847
H -21.263450 24.130980 -9.195750 -0.123 -0.498 0.277
C -24.084540 31.241610 -0.090680 0.114 0.206 0.258
N -20.039670 32.092950 -7.424200 -0.376 -1.318 -1.074
H -18.033930 32.286540 -1.932740 0.262 0.053 -0.432
H -22.318030 26.595240 -8.593590 0.234 0.270 -0.146
H -27.876110 28.408330 -5.684980 -0.109 -0.180 -0.639
C -25.057060 30.443010 -0.934610 0.322 0.612 -0.184
H -25.995330 31.722150 -4.466390 0.218 0.916 -0.623
H -26.088680 30.639970 -0.642940 -0.145 0.126 -0.290
```
Forces are in eV/Å.

## Properties
* net charge: -1
* spin multiplicity: 2
* molar mass: 826.793 g mol⁻¹
* total energy: -7273.896956 a.u.

Molecular formula: C6H3I
Method: DFT, ωB97M-V/def2-TZVPD

The geometry in XYZ format:
```
10
Properties=species:S:1:pos:R:3:forces:R:3
C 0.007095 -0.109125 0.028200 0.072 -0.379 -0.528
H -1.060314 1.493483 0.441216 -1.336 -0.870 -0.340
C 1.932227 -0.875221 0.078164 0.638 1.501 0.210
C -1.245042 0.397195 0.204866 2.847 2.425 0.929
C 0.750415 -1.327070 -0.461116 -0.482 -0.423 -0.159
H 1.750409 1.212924 -0.694298 -0.376 0.086 -0.134
C 1.316040 0.399780 -0.118796 1.190 -0.556 0.086
H 2.995173 -1.082013 0.210570 -0.612 -0.552 0.043
I -4.141970 0.315433 -0.002922 -0.803 0.528 -0.089
C -2.304030 -0.425387 0.314114 -1.138 -1.761 -0.018
```
Forces are in eV/Å.

## Properties
* molar mass: 201.994 g mol⁻¹
* total energy: -527.810670 a.u.